{"formula": "C10H21N2O2", "method": "ωB97M-V/def2-TZVPD", "total_energy_ev": -17769.2122, "e_homo_ev": [-10.865, -14.570], "s2": 2.039, "lumo_energy_ev": [-5.362, -8.614], "relative_energy_ev": 5.034, "multiplicity": 3, "charge": 1, "species": ["C", "C", "C", "C", "C", "C", "C", "C", "C", "C", "N", "N", "O", "O", "H", "H", "H", "H", "H", "H", "H", "H", "H", "H", "H", "H", "H", "H", "H", "H", "H", "H", "H", "H", "H"], "xyz": [[0.554, 0.722, -0.318], [-0.503, -0.325, -0.092], [3.021, 1.261, -1.087], [-0.306, 2.642, 1.196], [0.988, -2.046, 1.406], [-1.642, -2.480, -0.710], [1.806, 0.302, -1.147], [0.276, 2.181, -0.154], [-0.055, -0.895, 1.320], [-0.486, -1.570, -1.050], [-2.562, 0.513, -1.088], [-1.932, 0.152, -0.023], [-3.740, 0.900, -0.935], [-2.424, 0.269, 1.241], [3.971, 0.771, -1.063], [2.991, 1.935, -0.229], [3.211, 1.928, -1.894], [0.183, 2.139, 1.924], [-1.406, 2.394, 1.367], [-0.103, 3.687, 1.060], [0.529, -2.967, 1.024], [1.227, -2.123, 2.445], [2.004, -2.084, 0.819], [-1.733, -3.243, -1.413], [-2.448, -1.787, -0.865], [-1.497, -2.931, 0.306], [2.080, -0.680, -0.831], [1.371, 0.150, -2.233], [1.182, 2.845, -0.281], [-0.358, 2.374, -0.948], [0.234, -0.106, 2.085], [-0.948, -1.159, 1.823], [-0.723, -1.451, -2.099], [0.604, -1.966, -0.880], [-3.366, 0.648, 1.323]], "atomic_forces_ev_per_a": [[1.632, 0.824, -1.429], [1.923, -1.390, 0.535], [-0.394, 0.126, 0.641], [-2.770, 0.286, -3.044], [0.659, -0.374, -2.027], [1.307, 0.227, 2.216], [-1.943, 0.783, -1.458], [1.519, -0.698, 1.459], [0.438, 1.138, 1.166], [1.694, -0.309, 0.387], [-1.707, 1.124, 0.803], [0.030, 0.279, 1.524], [1.788, -0.762, -0.253], [-0.917, 0.656, -0.874], [0.387, -0.929, 0.416], [-0.044, -0.349, 0.251], [-0.786, 0.489, -1.124], [1.877, -0.844, 2.650], [1.344, 0.789, -0.456], [-0.474, 0.694, 1.326], [-0.030, 0.003, 0.593], [0.176, -0.373, 0.614], [-1.905, 1.075, 1.061], [-0.139, -1.334, -1.102], [-1.188, -0.704, 0.538], [-0.890, 0.512, -0.765], [0.479, -0.569, 0.119], [1.137, 0.343, 1.638], [-0.796, -1.261, -0.242], [-1.620, 1.201, -1.771], [0.159, -0.261, -1.591], [-0.874, -1.427, 0.441], [0.955, 1.207, -0.477], [-2.416, 0.420, -0.807], [1.387, -0.592, -0.959]], "lowdin_spin": [0.61, 0.08, 0.00, 0.02, 0.00, 0.01, 0.07, 0.08, 0.06, 0.03, 0.08, 0.22, 0.51, 0.13, 0.00, 0.00, 0.00, 0.00, 0.00, 0.00, 0.00, 0.00, 0.00, 0.00, 0.00, 0.00, 0.01, 0.03, 0.00, 0.02, 0.01, 0.01, 0.00, 0.00, 0.00]}

{"formula": "C10H21N3O7S2", "method": "ωB97M-V/def2-TZVPD", "total_energy_ev": -51182.3172, "e_homo_ev": -9.786, "lumo_energy_ev": 0.541, "relative_energy_ev": 0.703, "smiles": "COS(=O)(=O)NC(=O)CCCCCCNC(=O)NS(C)(=O)=O", "species": ["C", "O", "S", "O", "O", "N", "C", "O", "C", "C", "C", "C", "C", "C", "N", "C", "O", "N", "S", "C", "O", "O", "H", "H", "H", "H", "H", "H", "H", "H", "H", "H", "H", "H", "H", "H", "H", "H", "H", "H", "H", "H", "H"], "xyz": [[5.243, -5.119, 2.159], [4.856, -3.874, 1.585], [3.438, -3.427, 2.319], [3.623, -3.057, 3.745], [2.498, -4.533, 2.113], [3.036, -2.137, 1.371], [1.982, -1.364, 1.741], [2.176, -0.242, 1.338], [0.660, -1.829, 2.360], [-0.055, -2.793, 1.392], [-1.245, -2.137, 0.648], [-0.996, -0.866, -0.146], [-0.193, -1.094, -1.395], [0.208, 0.313, -1.884], [-0.936, 0.966, -2.497], [-1.614, 1.963, -1.850], [-2.804, 2.012, -2.018], [-0.945, 2.915, -1.201], [-1.656, 3.327, 0.327], [-3.185, 4.129, 0.098], [-1.798, 2.111, 1.167], [-0.736, 4.223, 0.993], [5.287, -5.124, 3.244], [4.574, -5.883, 1.796], [6.232, -5.435, 1.799], [3.881, -1.579, 1.226], [0.071, -0.957, 2.567], [0.841, -2.330, 3.340], [0.641, -3.243, 0.682], [-0.450, -3.670, 1.931], [-1.677, -2.887, -0.007], [-1.991, -1.908, 1.395], [-0.570, -0.103, 0.517], [-2.026, -0.508, -0.407], [-0.780, -1.639, -2.136], [0.709, -1.638, -1.208], [1.060, 0.203, -2.579], [0.588, 0.869, -0.999], [-1.594, 0.377, -3.007], [0.034, 2.721, -1.076], [-3.585, 4.493, 1.062], [-3.926, 3.462, -0.324], [-3.054, 4.975, -0.588]], "atomic_forces_ev_per_a": [[0.956, -1.492, -0.264], [-1.490, 1.570, 1.090], [-0.712, -2.972, 2.516], [0.224, -0.267, -3.371], [1.215, 1.972, -0.048], [2.586, -3.173, 0.680], [-1.545, 2.383, -0.368], [-1.163, 1.495, 0.302], [1.312, -1.361, 0.282], [-0.688, -0.268, -0.365], [0.452, -0.321, 0.512], [-1.426, -0.576, 0.662], [0.007, 1.586, 0.178], [0.866, -1.060, -0.586], [0.956, 0.347, 0.502], [-1.135, -2.366, -2.773], [-1.981, 0.646, 0.379], [0.184, 1.760, 2.280], [2.258, -1.996, 4.438], [-1.080, 0.640, -0.767], [-0.806, 1.420, -2.555], [-0.366, 0.491, -1.629], [-0.204, 0.321, 0.085], [-0.415, -0.241, 0.157], [-0.192, 0.792, -0.096], [-0.431, 0.109, -0.306], [-0.114, 0.560, -0.062], [0.094, 0.264, -0.699], [0.135, 0.193, -0.014], [0.149, 0.420, 0.003], [-0.161, -0.225, -0.152], [-0.378, 0.014, 0.316], [0.084, -0.080, -0.294], [0.888, 0.039, 0.066], [0.088, 0.027, -0.157], [0.600, -0.525, 0.225], [-0.394, 0.371, 0.009], [-0.319, -0.252, -0.636], [0.361, 0.205, 0.310], [0.480, 0.374, 0.355], [0.843, -0.306, -0.232], [0.145, -0.303, -0.186], [0.118, -0.219, 0.210]], "nbo_charge": [-0.29, -0.67, 2.39, -0.89, -0.92, -0.85, 0.70, -0.57, -0.51, -0.40, -0.38, -0.43, -0.41, -0.22, -0.62, 0.77, -0.65, -0.83, 2.24, -0.89, -0.93, -0.93, 0.21, 0.20, 0.21, 0.44, 0.25, 0.25, 0.21, 0.23, 0.20, 0.20, 0.22, 0.22, 0.20, 0.21, 0.19, 0.20, 0.41, 0.42, 0.28, 0.28, 0.26]}

{"formula": "C10H21NO6", "method": "ωB97M-V/def2-TZVPD", "total_energy_ev": -24482.9400, "e_homo_ev": -9.918, "lumo_energy_ev": 0.657, "relative_energy_ev": 0.896, "smiles": "CCCOOC(=O)OCCOCC.CC(N)=O", "species": ["C", "C", "C", "O", "O", "C", "O", "O", "C", "C", "O", "C", "C", "H", "H", "H", "H", "H", "H", "H", "H", "H", "H", "H", "H", "H", "H", "H", "H", "C", "C", "N", "O", "H", "H", "H", "H", "H"], "xyz": [[-1.299, 2.114, -0.389], [-1.312, 0.838, 0.479], [-1.548, -0.400, -0.372], [-0.975, -1.618, 0.102], [-1.257, -1.671, 1.510], [-0.387, -2.547, 2.094], [0.244, -3.379, 1.539], [-0.387, -2.321, 3.422], [-0.260, -0.954, 3.848], [0.994, -0.311, 3.305], [2.105, -1.013, 3.793], [3.336, -0.621, 3.206], [3.523, -1.144, 1.791], [-0.368, 2.662, -0.247], [-1.368, 1.861, -1.447], [-2.117, 2.784, -0.132], [-0.361, 0.735, 1.007], [-2.080, 0.915, 1.249], [-1.062, -0.275, -1.342], [-2.617, -0.559, -0.552], [-1.137, -0.371, 3.561], [-0.217, -0.994, 4.933], [1.011, 0.737, 3.643], [0.965, -0.294, 2.208], [3.438, 0.472, 3.248], [4.107, -1.042, 3.853], [2.688, -0.885, 1.138], [4.427, -0.713, 1.356], [3.606, -2.230, 1.799], [-0.783, 1.954, -5.939], [-1.423, 1.185, -4.808], [-1.919, -0.039, -5.123], [-1.490, 1.635, -3.679], [0.250, 2.169, -5.670], [-1.307, 2.901, -6.055], [-0.801, 1.417, -6.886], [-1.867, -0.421, -6.048], [-2.353, -0.579, -4.393]], "atomic_forces_ev_per_a": [[0.074, -0.158, 0.125], [0.124, 0.153, 0.042], [-0.268, 0.029, -0.148], [0.205, 0.015, 0.188], [0.032, -0.008, -0.119], [-0.116, 0.450, 0.229], [0.057, -0.252, -0.098], [0.034, -0.176, -0.134], [-0.129, 0.165, 0.048], [-0.045, 0.087, 0.070], [0.022, -0.048, -0.014], [0.084, -0.001, 0.017], [-0.087, 0.011, 0.018], [-0.031, 0.040, -0.011], [-0.075, 0.177, 0.038], [-0.025, -0.003, -0.076], [-0.035, -0.040, -0.135], [0.034, -0.087, 0.026], [0.030, -0.115, 0.015], [-0.004, 0.069, 0.038], [0.013, -0.032, -0.060], [0.049, -0.141, -0.001], [0.009, 0.001, -0.028], [0.047, -0.092, 0.077], [-0.064, -0.004, -0.061], [-0.005, 0.040, 0.018], [0.032, 0.048, 0.013], [0.022, -0.072, 0.006], [0.017, 0.007, -0.025], [-0.021, -0.067, -0.056], [0.013, 0.017, 0.007], [-0.023, -0.025, 0.028], [0.001, -0.054, -0.067], [-0.008, 0.027, 0.018], [0.017, 0.015, 0.025], [0.005, 0.010, -0.001], [0.015, 0.022, -0.002], [0.002, -0.004, -0.009]], "nbo_charge": [-0.63, -0.43, -0.08, -0.24, -0.30, 0.97, -0.55, -0.51, -0.08, -0.10, -0.53, -0.06, -0.64, 0.21, 0.24, 0.21, 0.20, 0.21, 0.21, 0.17, 0.19, 0.21, 0.17, 0.17, 0.16, 0.19, 0.21, 0.21, 0.22, -0.71, 0.68, -0.82, -0.64, 0.24, 0.24, 0.21, 0.39, 0.40]}